The following is a DFT calculation (the ωB97M-V functional and the def2-TZVPD basis) of a cluster of 2 separate species, C4H8N2O in total at a distorted geometry.

XYZ file:
```
15
Properties=species:S:1:pos:R:3:forces:R:3
O 0.73920 -1.12432 2.10528 -0.27 0.24 -0.10
N -2.56398 -1.14576 -0.79272 0.07 0.42 -0.21
N -0.79786 2.48991 -1.39594 -0.94 3.41 -1.38
C 0.63404 -1.78259 -0.22733 -0.90 0.53 1.28
C -0.81132 0.08262 0.70156 0.15 0.04 -0.72
C 0.25481 -0.97251 1.01588 0.58 -0.36 -0.62
C -1.81267 -0.51182 -0.19665 -0.64 -0.13 1.17
H 1.22107 -2.63598 -0.03063 1.43 -0.42 0.42
H -0.28382 3.31132 -1.93126 -0.99 -2.32 1.19
H -1.46100 3.11425 -0.82083 1.04 -1.41 -0.85
H 0.97930 -1.10229 -0.97931 0.43 0.14 -0.55
H -1.43922 2.10794 -2.14200 0.84 0.40 0.97
H -1.12757 0.66465 1.54815 -0.88 -0.57 0.73
H -0.42829 0.90509 0.11994 1.01 0.18 -0.66
H -0.26940 -2.23340 -0.55811 -0.94 -0.13 -0.68
```
Forces are in eV/Å.

Calculated values
* multiplicity: 1
* largest force on an atom: 3.8 eV/Å
* highest occupied orbital energy: -10.0 eV
* total energy: -341.9302 Eh
* energy above the lowest of the compared OMol25 structures with the same formula, charge and spin: 1.998 eV

---

The following is a DFT calculation (the ωB97M-V functional and the def2-TZVPD basis) of a cluster of 2 separate species, C4H8N2O in total.

XYZ file:
```
15
Properties=species:S:1:pos:R:3:forces:R:3
O 2.87606 -0.39364 -0.25567 -0.38 0.07 0.09
N 0.78844 -1.24505 0.16192 -0.14 -0.18 0.07
N 1.15626 1.06809 0.11927 0.24 -0.08 -0.07
C -0.28367 1.27077 0.02992 -0.11 -0.04 -0.04
C -0.47135 -1.24870 0.57529 0.37 0.31 -0.03
C 1.70880 -0.16026 -0.02739 0.11 0.14 0.01
C -0.99138 0.15152 0.78734 -0.06 0.00 0.00
H -0.52279 2.24876 0.45738 0.03 -0.14 -0.05
H -1.98329 -1.40838 -1.89768 -0.01 -0.03 0.00
H -0.90940 0.30724 1.87428 0.00 -0.03 -0.10
H 1.25998 -2.13379 0.02237 -0.07 0.10 0.02
H -1.73770 -1.72569 -1.26650 -0.10 0.01 -0.14
H -2.06312 0.16663 0.56422 0.15 -0.02 0.07
H 1.78073 1.82361 -0.12384 -0.08 -0.08 0.03
H -0.60758 1.27890 -1.02091 0.03 -0.02 0.14
```
Forces are in eV/Å.

Calculated values
* multiplicity: 1
* largest force on an atom: 0.5 eV/Å
* highest occupied orbital energy: -8.5 eV
* total energy: -341.8920 Eh
* energy above the lowest of the compared OMol25 structures with the same formula, charge and spin: 3.038 eV

---

The following is a DFT calculation (the ωB97M-V functional and the def2-TZVPD basis) of the molecule C4H8N2O.

XYZ file:
```
15
Properties=species:S:1:pos:R:3:forces:R:3
O -2.34045 -0.60195 1.81792 0.26 -0.04 -0.19
N 0.22929 0.41388 -0.40443 -0.22 -0.05 -0.08
N -1.69497 -1.30371 -0.25748 -0.16 -0.03 0.03
C -0.22749 0.18683 0.95190 0.02 0.08 0.04
C 1.49925 0.04740 -0.96513 0.21 -0.18 -0.09
C -1.54677 -0.59716 0.89558 -0.04 -0.06 0.15
C 1.06389 1.47263 -0.88655 0.07 0.28 -0.03
H 0.48047 -0.38278 1.57434 -0.07 0.08 -0.18
H -2.59081 -1.72187 -0.44812 0.04 0.00 0.11
H 0.66589 1.98863 -1.75782 0.22 -0.04 0.07
H -1.10781 -1.02702 -1.03199 -0.18 0.00 0.12
H 1.44166 -0.50518 -1.90101 0.14 0.12 0.08
H -0.43323 1.12879 1.46963 0.02 -0.11 -0.13
H 2.31481 -0.25745 -0.30847 -0.17 0.07 0.03
H 1.60614 2.10990 -0.18935 -0.12 -0.13 0.06
```
Forces are in eV/Å.

Calculated values
* multiplicity: 1
* largest force on an atom: 0.3 eV/Å
* highest occupied orbital energy: -9.1 eV
* total energy: -341.9341 Eh
* energy above the lowest of the compared OMol25 structures with the same formula, charge and spin: 1.893 eV

---

The following is a DFT calculation (the ωB97M-V functional and the def2-TZVPD basis) of the molecule C4H8N2O at a distorted geometry.

XYZ file:
```
15
Properties=species:S:1:pos:R:3:forces:R:3
O -1.76989 0.51882 -1.03913 -0.17 -0.11 0.15
N 0.00295 -0.74250 0.71002 0.18 0.03 0.10
N 2.25768 1.93589 1.16224 -0.84 -0.38 0.17
C -0.93849 1.34151 -0.25694 0.18 0.23 0.13
C 0.35051 -1.82743 -0.20597 -0.05 -0.21 -0.14
C 0.32672 0.55047 0.10547 0.03 0.03 -0.21
C 1.32902 1.33343 0.83136 0.94 0.56 0.00
H -0.64850 2.20489 -0.86559 -0.14 -0.13 0.09
H 0.07443 -2.79105 0.22910 0.03 0.13 -0.03
H 0.84875 0.37577 -0.84433 -0.16 -0.10 -0.06
H 1.41985 -1.84948 -0.47833 -0.20 0.00 0.10
H -1.46173 1.70667 0.63806 0.17 -0.11 -0.05
H 0.48318 -0.86924 1.59582 -0.12 0.13 -0.16
H -0.22774 -1.68059 -1.12233 0.11 -0.17 0.07
H -2.04675 -0.20717 -0.45944 0.04 0.11 -0.15
```
Forces are in eV/Å.

Calculated values
* multiplicity: 1
* largest force on an atom: 1.1 eV/Å
* highest occupied orbital energy: -9.9 eV
* total energy: -341.9303 Eh
* energy above the lowest of the compared OMol25 structures with the same formula, charge and spin: 1.996 eV